(a)
Molecular formula: H25O13
Method: DFT, ωB97M-V/def2-TZVPD

Output
net charge	-1
HOMO energy	-6.407	eV
Kohn-Sham gap	8.923	eV

Geometry (Å):
O 0.8467 0.6430 -0.2919
H 0.2764 -0.1109 -0.4201
H 0.5726 -2.2888 1.7179
O 3.2420 0.1948 -2.7096
H 3.6360 0.0010 -1.8542
H -1.9263 0.6413 2.1630
O 0.0023 -2.6451 2.4005
H -0.1276 -1.9685 3.0137
O 0.1011 4.0467 -0.9851
H -0.6872 3.7288 -1.4302
H 0.2343 3.5120 -0.1955
O 1.8449 -0.6426 1.7003
H 2.3042 0.8261 1.9490
H 2.5100 -0.8181 2.3792
O 3.5340 -2.0903 0.6688
H 4.0036 -1.4866 0.1044
H 2.6319 -1.5765 0.9940
O -2.7239 -2.4468 1.6842
H -2.3515 -1.9399 0.9375
H 1.7197 0.4119 0.0494
O -2.0638 0.8220 1.2311
H -1.3206 0.5227 0.7300
H 3.3013 2.2179 1.9038
O 2.4602 1.8205 2.0805
H -1.7805 -2.7266 1.8208
H 2.8333 1.0396 -2.5270
O -2.9163 -0.7381 -0.8437
H -3.5579 -0.8938 -1.5459
H -3.0235 0.2279 -0.8595
O 0.3974 -3.3929 -2.7283
H 0.1546 -3.0285 -1.8838
H 1.1535 -2.8891 -3.0414
O -4.0672 2.4644 -0.1834
H -3.2764 2.8854 -0.5356
H -3.7186 1.9302 0.5373
O -1.0043 1.7087 -2.0973
H -0.2897 1.5559 -2.7233
H -0.6367 1.3571 -1.2733

natural (NBO) atomic charge list, values in e, 2 entries: -1.00, 0.47


(b)
Molecular formula: H25O13
Method: DFT, ωB97M-V/def2-TZVPD

Output
net charge	-1
HOMO energy	-7.492	eV
Kohn-Sham gap	10.168	eV

Geometry (Å):
O 1.8464 3.2046 0.3006
H 1.8401 2.2279 0.0494
H 0.9110 3.1324 0.1633
O -3.4854 0.4811 -0.4444
H -4.0926 0.3030 0.2949
H -2.7246 -0.0460 -0.3232
O 2.7782 -0.3524 0.8884
H 2.8396 0.5894 1.3325
O -2.3061 3.7224 0.5047
H -1.5944 3.5846 -0.0677
H -2.4410 2.7538 0.7184
O -2.0640 -0.7797 2.0478
H -1.5675 -0.5821 1.1701
H -2.5426 -1.5517 1.8307
O -0.6900 -3.5645 0.3855
H -1.2673 -3.2111 1.1312
H -1.2726 -3.0811 -0.4237
O -0.3023 2.2949 -0.9238
H -0.5694 2.3685 -1.8459
H 3.2341 -0.3385 -0.0174
O 3.2460 0.2130 -1.6180
H 2.4845 0.6805 -1.3226
H 2.6874 -0.4803 -2.0666
O -1.0148 -0.1339 -0.1109
H -0.1357 -0.3616 0.0340
H -0.6918 1.5600 -0.4317
O -2.1683 -1.3690 -1.9067
H -1.5001 -0.9746 -1.1169
H -2.2550 -0.6108 -2.4109
O 1.2589 -0.1152 2.8899
H 0.3433 -0.4251 3.0853
H 1.1120 0.6728 2.2656
O 3.1739 -2.9477 1.3502
H 3.2127 -1.9549 1.0985
H 2.6773 -2.7897 2.1237
O 0.7177 -0.4962 -2.9578
H -0.0957 -0.3634 -2.3916
H 0.4182 -1.2591 -3.2849

natural (NBO) atomic charge list, values in e, 2 entries: -0.94, 0.44


The computed energies, referenced to the most stable structure and given in kcal/mol, are (a) 0.0; (b) 23.1.


(a)
Molecular formula: H25O13
Method: DFT, ωB97M-V/def2-TZVPD

Output
net charge	-1
HOMO energy	-6.903	eV
Kohn-Sham gap	9.241	eV

Geometry (Å):
O -1.7588 2.9779 -2.4779
H -1.8265 2.0276 -2.2835
H -2.2865 0.6026 0.9013
O -2.6244 -1.1377 1.2553
H -2.3986 -1.2084 0.2973
H -1.7781 -1.3012 1.6448
O 0.2743 -0.0893 0.8340
H 0.7964 -0.8641 1.0704
O 0.3280 -3.2833 1.9027
H 0.5826 -3.2118 0.9922
H 1.0944 -2.9404 2.3533
O -2.4834 1.5403 1.1456
H -1.8654 -0.7971 -1.5740
H -3.2960 1.7192 0.7022
O 0.1740 -0.1366 -3.1926
H 0.1349 -0.8236 -2.5273
H 0.8612 -0.4345 -3.8091
O 0.2764 1.3968 3.8387
H 0.0124 1.8543 3.0289
H -0.2398 -0.4251 0.0126
O 1.3664 1.1661 -1.4317
H 0.6037 0.9741 -2.0209
H 1.4570 0.5452 -0.6881
O -1.1008 -1.0558 -1.0632
H -1.2264 3.2892 -1.7250
H 1.0766 0.8825 3.7184
O -0.3457 2.7703 -0.0744
H -1.0299 2.2462 0.4413
H -0.0923 2.1387 -0.7311
O -1.2270 -3.6161 -1.8026
H -1.1925 -2.7014 -1.4005
H -1.8473 -4.2047 -1.3594
O 3.9564 -1.4571 0.8456
H 4.0613 -0.5821 1.1590
H 3.5914 -2.1926 1.3196
O 3.3557 1.5422 0.3061
H 3.2400 0.7634 -0.2801
H 2.6556 2.0794 -0.0581

natural (NBO) atomic charge list, values in e, 2 entries: -0.97, 0.46


(b)
Molecular formula: H25O13
Method: DFT, ωB97M-V/def2-TZVPD

Output
net charge	-1
HOMO energy	-6.246	eV
Kohn-Sham gap	9.058	eV

Geometry (Å):
O -2.1911 1.0096 1.3642
H -0.5255 -0.2824 -0.9678
H 1.3753 -2.6220 -1.0015
O -1.5065 -1.7251 3.0102
H -1.5145 -1.3182 3.9000
H -1.4351 -1.5992 -0.5377
O 0.9849 -3.3070 -0.4339
H 0.4936 -3.8787 -1.0304
O 3.2108 0.8181 -2.6054
H 3.8375 1.1542 -1.9928
H 2.3150 0.8925 -2.1248
O 0.8936 -2.5803 2.1211
H -1.7302 0.2808 0.8632
H 0.5288 -2.7661 1.2367
O -0.7381 3.3085 2.1649
H -1.4974 2.7233 2.3828
H -0.4378 2.8093 1.3868
O 2.9346 1.3717 0.7209
H 0.2214 0.6077 -2.7590
H -2.5298 3.0315 -0.5148
O -1.3759 -0.6688 -0.6089
H 1.6856 -2.1115 2.0401
H 2.4183 1.5600 -0.1088
O -1.8523 3.4332 -1.0762
H -0.6008 -1.8283 2.6831
H 1.6171 2.5954 -1.9087
O -0.0477 -1.8159 -2.3767
H -0.5249 -1.5162 -3.1247
H 0.4413 -0.7386 -1.9685
O -2.5639 -3.0358 0.6051
H -2.6687 -2.7128 1.5346
H -1.1446 2.6772 -0.8802
O 1.5058 2.8331 -0.9597
H 0.7416 2.0836 -0.9169
H -1.7447 -3.5347 0.4873
O 0.6831 0.4763 -1.8992
H 3.4071 2.2582 0.6944
H -2.2886 0.7834 2.2643

natural (NBO) atomic charge list, values in e, 2 entries: -1.02, 0.50


The computed energies, referenced to the most stable structure and given in kcal/mol, are (a) 0.0; (b) 23.0.


(a)
Molecular formula: C5H7O3
Method: DFT, ωB97M-V/def2-TZVPD

Output
net charge	-1
HOMO energy	-4.288	eV
Kohn-Sham gap	7.428	eV

Geometry (Å):
O -3.4560 0.2626 -0.9902
C -2.5248 0.5743 -0.2189
O -2.5923 1.2621 0.8249
C -1.1343 -0.1062 -0.4783
C -0.0565 0.0872 0.5787
C 1.2852 -0.6100 0.4959
C 2.3692 0.1504 -0.1486
O 3.5352 0.0513 0.1827
H -1.2617 -1.2041 -0.6102
H -0.8725 0.1632 -1.5267
H 0.0400 1.2066 0.6547
H -0.4241 -0.1931 1.5540
H 1.4206 -1.5352 -0.8698
H 1.6332 -1.0183 1.4326
H 2.0387 0.9092 -0.8810

natural (NBO) atomic charge list, values in e, 2 entries: -0.78, 0.76


(b)
Molecular formula: C5H7O3
Method: DFT, ωB97M-V/def2-TZVPD

Output
net charge	-1
HOMO energy	-4.046	eV
Kohn-Sham gap	7.491	eV

Geometry (Å):
O 2.1973 1.1465 -2.0706
C 2.2470 0.5665 -0.9647
O 3.2736 0.3794 -0.2543
C 1.0934 -0.5084 -0.7169
C 0.0071 0.2780 -0.0088
C -1.1907 -0.5305 0.4676
C -2.2338 0.2303 1.2212
O -3.3392 -0.1784 1.4913
H 1.4413 -1.2835 -0.0475
H 0.7876 -0.9319 -1.6821
H -0.2438 1.2317 -0.4844
H 0.5102 0.7052 0.8822
H -0.8741 -1.4256 1.0425
H -1.7204 -0.9383 -0.4035
H -1.9554 1.2591 1.5280

natural (NBO) atomic charge list, values in e, 2 entries: -0.78, 0.75


The computed energies, referenced to the most stable structure and given in kcal/mol, are (a) 43.0; (b) 0.0.


(a)
Molecular formula: C4H11NO3
Method: DFT, ωB97M-V/def2-TZVPD

Output
HOMO energy	-8.056	eV
Kohn-Sham gap	8.786	eV

Geometry (Å):
C 0.9234 0.9270 0.7140
C -1.4551 -0.2150 -1.0500
C 0.5981 -1.0822 0.6421
C -0.4634 -1.6294 -0.1447
N -1.7569 0.7609 -0.1253
O 1.3979 1.3460 -0.5783
O 1.9967 0.8283 1.6101
O -0.6824 0.1965 -2.0818
H 2.0891 0.7232 -0.8389
H 2.4226 1.6899 1.7034
H 0.0266 0.7796 -1.7333
H 0.2808 1.7639 1.0166
H -2.2819 -0.8214 -1.4210
H -1.0697 0.7482 0.6853
H -2.7098 0.6864 0.2038
H 0.5144 -1.1755 1.7184
H 1.6099 -1.2453 0.2898
H -1.2746 -2.0894 0.4143
H -0.1657 -2.1918 -1.0245

natural (NBO) atomic charge list, values in e, 2 entries: 0.30, 0.35


(b)
Molecular formula: C4H11NO3
Method: DFT, ωB97M-V/def2-TZVPD

Output
HOMO energy	-9.358	eV
Kohn-Sham gap	9.986	eV

Geometry (Å):
C -0.4450 -0.1096 0.3681
C -0.5150 -1.6197 0.6549
C -0.9159 -1.8327 2.0587
O -0.1257 -2.1619 2.9080
N 0.4374 0.0619 -0.8154
C 0.1283 1.1332 -1.6794
O -1.0259 0.8255 -2.5045
H -0.0219 0.5533 1.1206
H -1.3717 0.3859 0.0346
H -1.2957 -1.9786 -0.0317
H 0.3959 -2.1828 0.4139
H -1.9700 -1.6044 2.3051
H 0.9941 -0.6997 -1.1441
H 0.8916 1.4260 -2.4070
H -0.1845 2.0422 -1.1451
H -1.0876 -0.1128 -2.7035
H 2.2225 2.6102 0.4189
H 1.9182 1.1693 0.9560
O 1.9707 2.0949 1.1918

natural (NBO) atomic charge list, values in e, 2 entries: -0.22, -0.52


The computed energies, referenced to the most stable structure and given in kcal/mol, are (a) 46.1; (b) 0.0.


(a)
Molecular formula: C4H11NO3
Method: DFT, ωB97M-V/def2-TZVPD

Output
HOMO energy	-7.424	eV
Kohn-Sham gap	8.059	eV

Geometry (Å):
C -0.4426 -0.3189 0.8548
C 0.5073 0.2975 -0.0197
C -1.0641 -0.2256 -1.2555
C 0.6434 1.7915 -0.0001
N 1.5939 -0.4168 -0.4354
O -0.6500 -1.6896 0.8381
O -1.5182 0.4240 1.3048
O -0.6676 -1.3474 -1.9481
H 0.0845 -2.0804 1.3568
H -1.3854 0.3866 2.2723
H -0.4212 -2.0838 -1.3694
H 0.3630 -0.3143 2.2613
H 2.2291 0.0134 -1.0895
H 1.7455 -1.3321 -0.0369
H -2.0902 -0.2535 -0.8951
H -0.9556 0.6469 -1.8956
H 1.2020 2.0784 0.8955
H -0.3344 2.2674 0.0521
H 1.1609 2.1566 -0.8904

natural (NBO) atomic charge list, values in e, 2 entries: 0.55, 0.16


(b)
Molecular formula: C4H11NO3
Method: DFT, ωB97M-V/def2-TZVPD

Output
HOMO energy	-9.526	eV
Kohn-Sham gap	10.076	eV

Geometry (Å):
C 0.9891 -1.9670 0.9262
C 1.1610 -0.7196 0.0534
N 0.6367 0.5766 0.5392
C -0.7235 0.5683 1.0942
C -1.7617 0.3225 0.0158
O -3.0134 0.7342 0.3930
O -1.5919 -0.3223 -0.9754
H 1.5472 -2.7685 0.4481
H -0.0617 -2.2026 1.0466
H 1.3279 -1.8055 1.9508
H 0.7230 -0.9592 -0.8804
H 2.2360 -0.5275 -0.0002
H 1.2213 0.7997 1.3440
H -0.9050 -0.2374 1.8127
H -0.9074 1.5631 1.4901
H -3.3497 1.5234 -0.0526
H 1.2527 1.1819 -3.2992
H 0.5006 2.2657 -2.5074
O 0.7189 1.9743 -3.3987

natural (NBO) atomic charge list, values in e, 2 entries: -0.63, -0.22


The computed energies, referenced to the most stable structure and given in kcal/mol, are (a) 89.4; (b) 0.0.